C53H48IN3O7P | the ωB97M-V functional and the def2-TZVPD basis

Last column: Mulliken charge in e.
CARTESIAN COORDINATES (ANGSTROEM)
C 1.82040 -2.47947 0.25145  -1.1226
C 3.21205 -2.27030 -0.33280  -0.6453
I 4.62022 -2.43988 1.30572  0.0321
C 3.40377 -0.93088 -1.01808  -0.8993
C 2.31565 -0.62816 -2.02679  -0.2116
C 1.22087 0.39896 -1.65240  -1.0156
C 0.85672 1.17853 -2.97470  -0.0823
C 1.42629 0.20657 -4.02040  0.0185
P 1.28929 0.66429 -5.81684  0.3029
N -0.19085 0.32202 -6.20224  -0.6744
N 2.73184 -0.09432 -3.36863  0.6438
C 3.85024 -0.72552 -4.13660  -0.8387
C 4.84491 0.37574 -4.47986  0.3230
O 4.84513 0.82126 -5.55636  -0.4851
N 5.69858 0.83763 -3.44106  0.1159
C 7.09274 0.90333 -3.94114  -1.0648
C 5.30523 2.21438 -3.02439  -0.9051
H 1.01824 -2.16765 -0.41337  0.2427
H 1.66479 -3.53030 0.45604  0.3325
H 1.72205 -1.98429 1.20698  0.4520
H 3.45025 -3.10227 -0.97853  0.6041
H 4.38783 -0.92272 -1.48201  0.3374
H 3.39446 -0.16030 -0.25454  0.6467
H 1.80298 -1.55088 -2.28616  0.4937
H 0.30552 -0.13357 -1.42237  0.2530
H 1.47858 1.03401 -0.81969  0.6568
H -0.18922 1.38140 -3.12014  -0.4588
H 1.43270 2.09672 -3.08285  0.3837
H 0.77234 -0.65882 -3.96321  0.2795
H 2.22668 -0.03754 -6.60108  0.1155
H 1.49506 2.05143 -5.97134  0.1133
H -0.23219 -0.33623 -6.97234  0.2212
H 3.09132 0.83534 -3.12322  -0.3371
H 3.53774 -1.14062 -5.07973  0.5725
H 4.36901 -1.46408 -3.54568  0.4106
H 7.20261 1.63385 -4.73876  0.4411
H 7.37742 -0.05931 -4.34965  0.3443
H 7.73400 1.18281 -3.12019  0.3875
H 5.33823 2.32571 -1.94977  0.3159
H 4.29920 2.43586 -3.38646  0.3735
H 5.95891 2.96399 -3.45457  0.3559
C -2.53495 2.02865 -3.70498  -0.3630
C -2.08765 3.34420 -3.78511  -0.4283
C -2.74025 4.34237 -3.08619  -0.9199
C -3.84709 4.03002 -2.30831  0.3362
C -4.31156 2.71545 -2.24839  0.3602
C -3.64583 1.71393 -2.94274  -1.0320
C -5.52179 2.36983 -1.44976  0.4086
O -5.91770 1.22447 -1.39237  -0.6651
C -6.22412 3.46109 -0.72101  -0.0997
C -7.37765 3.17049 -0.00359  -0.2968
C -8.02701 4.17388 0.69580  -0.5933
C -7.52225 5.47124 0.68836  -0.5204
C -6.37627 5.76802 -0.02983  -0.7413
C -5.72907 4.76846 -0.74324  0.6745
C -4.51550 5.10960 -1.53203  0.5479
O -4.07331 6.23894 -1.53998  -0.6722
H -2.01561 1.24581 -4.24792  0.6326
H -1.22334 3.58786 -4.39181  0.4905
H -2.39053 5.36460 -3.13853  0.5217
H -3.99551 0.69201 -2.88180  0.5290
H -7.76729 2.16141 0.00484  0.4840
H -8.92821 3.94716 1.25036  0.4279
H -8.02826 6.25185 1.24127  0.4351
H -5.98529 6.77637 -0.03991  0.4997
C 3.23762 -6.11513 2.19114  -0.4523
C 2.37473 -5.18585 2.76426  -0.1497
C 1.18512 -5.60266 3.33698  -0.8501
C 0.84677 -6.94971 3.32976  0.2738
C 1.70194 -7.87885 2.73536  0.2341
C 2.90199 -7.45805 2.17626  -0.6518
C 1.33629 -9.32339 2.67612  0.6171
O 2.08358 -10.12901 2.16235  -0.6542
C 0.03177 -9.74631 3.25399  0.1889
C -0.35329 -11.07745 3.16128  -0.5777
C -1.55787 -11.48799 3.70555  -0.4709
C -2.38078 -10.57185 4.35314  -0.4799
C -2.00503 -9.24282 4.44432  -0.5599
C -0.80354 -8.82275 3.88866  0.2201
C -0.42947 -7.38474 3.96595  0.4846
O -1.14463 -6.58090 4.52695  -0.6550
H 4.17197 -5.78749 1.75209  0.3236
H 2.63509 -4.13398 2.76257  0.4053
H 0.51518 -4.88286 3.78826  0.4785
H 3.56883 -8.18205 1.72778  0.4828
H 0.28835 -11.78994 2.66096  0.4718
H -1.85818 -12.52472 3.62828  0.4042
H -3.31876 -10.89694 4.78383  0.4032
H -2.64573 -8.52895 4.94379  0.4718
C -4.45131 4.23261 3.40201  -0.7813
C -4.19430 3.63209 2.17454  -0.2709
C -2.89555 3.53622 1.70479  -0.8150
C -1.84497 4.04907 2.45303  0.2893
C -2.10518 4.67301 3.67612  0.3159
C -3.40878 4.75295 4.15080  -0.6983
C -1.00119 5.27165 4.47538  0.6242
O -1.22236 5.80915 5.53899  -0.6616
C 0.38437 5.20031 3.93120  0.3880
C 1.42103 5.80021 4.63397  -0.6403
C 2.71573 5.73225 4.14979  -0.4836
C 2.98275 5.05628 2.96375  -0.5760
C 1.95263 4.46096 2.25682  -0.5126
C 0.64906 4.53704 2.73107  0.1587
C -0.45282 3.92008 1.94264  0.4617
O -0.21886 3.32746 0.90399  -0.7001
H -5.46677 4.29901 3.77058  0.4514
H -5.00828 3.23502 1.58355  0.5505
H -2.69638 3.06352 0.75124  0.6518
H -3.60531 5.22554 5.10353  0.4851
H 1.21261 6.32256 5.55774  0.4844
H 3.52100 6.20476 4.69678  0.4060
H 3.99722 4.99895 2.59055  0.4064
H 2.15819 3.93923 1.33211  0.4630

Properties
Highest occupied orbital energy: -11.105 eV
Spin multiplicity: 1
HOMO-LUMO gap: 0.304 Eh
Charge: +1

---

C53H48NOP3Pd | the ωB97M-V functional and the def2-TZVPD basis

Last column: Mulliken charge in e.
CARTESIAN COORDINATES (ANGSTROEM)
Pd -0.18200 -0.35785 0.61495  2.4955
N -4.13348 0.92988 1.39327  -0.2800
C -3.07942 0.15143 1.08469  0.3261
O -2.42368 0.35245 0.05435  -0.6809
C -2.69382 -0.94782 2.05636  -0.5845
C -1.62752 -1.80724 1.42373  -1.4545
H -4.32114 1.72920 0.80718  0.2069
H -4.65542 0.79678 2.24002  0.2152
H -3.60121 -1.49855 2.34437  0.4970
H -2.33474 -0.45978 2.96894  0.1967
H -1.99649 -2.26360 0.50548  0.5174
H -1.21707 -2.56112 2.08962  0.5607
C 1.67696 0.05949 1.40231  -3.4164
C 2.93030 0.67008 1.35944  3.3384
C 3.74834 0.83557 2.51485  -0.6431
C 4.98302 1.44762 2.43762  -0.6564
C 5.47278 1.92702 1.22175  -0.8232
C 4.70163 1.77080 0.06984  -0.7695
C 3.46710 1.15574 0.12913  -0.3444
H 3.37556 0.47869 3.46764  0.5183
H 5.57734 1.55808 3.33771  0.3858
H 6.44187 2.40736 1.17336  0.4088
H 5.07405 2.12493 -0.88501  0.4364
H 2.88992 1.01285 -0.77757  0.6687
C 1.18848 3.81464 0.03628  -0.8407
P -0.17019 2.67294 0.54681  1.3408
C -0.02113 2.70806 2.37075  0.4231
C 1.13032 3.10342 3.04137  -0.6364
C 1.22561 2.97421 4.42328  -0.5739
C 0.17424 2.44543 5.15145  -0.7242
C -0.98054 2.03990 4.49117  -0.9630
C -1.07328 2.16668 3.11647  -0.6191
C -1.74335 3.58169 0.27355  1.5303
C -2.52472 3.20612 -0.81747  -0.8691
C -3.76778 3.79032 -1.03502  -0.6935
C -4.24321 4.75759 -0.16026  -0.6220
C -3.46077 5.15931 0.91594  -0.8443
C -2.21902 4.57837 1.12698  -0.6080
P 1.24795 4.66647 -1.60791  -0.5881
C 0.62789 3.45619 -2.82617  1.0619
C 0.29577 3.92736 -4.10121  -0.6980
C -0.06638 3.05336 -5.11400  -0.6983
C -0.07297 1.68331 -4.88464  -0.9658
C 0.29739 1.20077 -3.63941  -0.1583
C 0.64770 2.07759 -2.62010  0.1967
C -0.10913 5.89314 -1.40493  0.6578
C 0.14924 6.92179 -0.49668  -0.5074
C -0.78601 7.91613 -0.25391  -0.7201
C -1.99106 7.91722 -0.94176  -0.6397
C -2.25031 6.91415 -1.86374  -0.5700
C -1.32016 5.90874 -2.09166  0.0911
H 2.10940 3.23829 0.13633  -0.1226
H 1.27873 4.64609 0.74364  0.8142
H 1.98291 3.48837 2.49681  0.1740
H 2.13539 3.28147 4.92452  0.4264
H 0.25067 2.34194 6.22675  0.3730
H -1.80979 1.62388 5.05139  0.4278
H -1.98089 1.85891 2.61407  0.6767
H -2.16906 2.43855 -1.49235  0.1755
H -4.36042 3.48530 -1.88940  0.3489
H -5.21413 5.20880 -0.32434  0.4153
H -3.81476 5.93022 1.58965  0.3675
H -1.62097 4.89183 1.97270  0.5824
H 0.32362 4.99141 -4.30686  0.5190
H -0.33292 3.44228 -6.08891  0.3908
H -0.34962 0.99820 -5.67641  0.4458
H 0.32063 0.13371 -3.45170  0.6144
H 0.92638 1.66581 -1.65895  -0.4792
H 1.09888 6.95067 0.02902  0.4409
H -0.56396 8.69632 0.46374  0.4215
H -2.72079 8.69773 -0.76413  0.3887
H -3.19097 6.90089 -2.40067  0.4253
H -1.55551 5.12139 -2.79491  0.3160
C 4.47816 -1.31741 -3.20049  -0.7196
C 4.68148 -1.44042 -1.83424  -0.6368
C 3.63177 -1.79692 -1.00052  -0.4410
C 2.36358 -2.04380 -1.52659  0.6109
C 2.16506 -1.90991 -2.90081  -0.6972
C 3.21783 -1.55298 -3.73138  -0.5627
P 0.97855 -2.34586 -0.37961  0.6288
C 1.73776 -3.43185 0.86836  0.3830
C 1.59706 -3.13165 2.21986  -0.3982
C 2.19986 -3.93527 3.18164  -1.1047
C 2.94800 -5.03664 2.79963  -0.5778
C 3.10778 -5.33391 1.45124  -0.8555
C 2.51230 -4.53223 0.49161  -0.4683
C -0.18599 -3.38087 -1.32886  0.6424
C -0.34107 -4.75651 -1.17962  -0.7001
C -1.31440 -5.43694 -1.90100  -0.6327
C -2.14508 -4.75419 -2.77587  -0.6898
C -2.01634 -3.37864 -2.91392  -0.8153
C -1.05560 -2.69798 -2.18284  -0.6554
H 5.29737 -1.03375 -3.84947  0.4000
H 5.65536 -1.24145 -1.40470  0.4354
H 3.79982 -1.86335 0.06704  0.3848
H 1.19238 -2.10036 -3.33617  0.5059
H 3.04919 -1.46055 -4.79715  0.4495
H 1.04083 -2.25247 2.51108  0.4152
H 2.08934 -3.68826 4.23007  0.4442
H 3.41882 -5.65942 3.55043  0.4055
H 3.70723 -6.18316 1.14734  0.4110
H 2.66576 -4.74940 -0.55919  0.5694
H 0.28797 -5.30446 -0.49178  0.3889
H -1.42246 -6.50680 -1.77232  0.4285
H -2.90336 -5.28808 -3.33470  0.3818
H -2.67737 -2.83052 -3.57375  0.4632
H -1.00094 -1.61596 -2.25044  0.5842

Properties
Energy relative to the best compared isomer or geometry (same formula, charge and spin): 0.509 eV
Highest occupied orbital energy (alpha / beta): -5.729 / -7.552 eV
Spin multiplicity: 5
HOMO-LUMO gap (alpha / beta): 0.234 / 0.270 Eh
Charge: 0

---

Which value of spin multiplicity does entry 2 give? 5

---

Which value of charge does entry 1 give? +1

---

Look up the spin multiplicity of the second one. 5

---

Which formula does entry 1 have? C53H48IN3O7P